Entry 1:
Entry from the OMol25 dataset: a structure of composition C14H21IrN3S4Se (ωB97M-V/def2-TZVPD).

ORCA input file:
```
! RIJCOSX wB97M-V def2-TZVPD def2/J DEFGRID3
* xyz 2 2
Ir -0.0205 -0.4338 0.2754
C 1.6096 0.2625 3.0539
C 0.2092 0.7805 3.3289
S -0.9194 -0.2799 2.3863
C -2.3902 0.7353 2.1206
C -3.1965 -0.0071 1.0576
S -2.2501 -0.4905 -0.4431
C -2.4014 1.0247 -1.4509
C -1.6619 2.2523 -0.9246
S 0.0882 1.7946 -0.8058
C 0.8688 2.7461 0.5211
C 2.1577 1.9971 0.8670
S 2.0129 0.2085 1.2830
H 1.7135 -0.7748 3.3798
H 2.3721 0.8421 3.5735
H 0.0685 1.8164 3.0327
H -0.0264 0.6916 4.3897
H -2.0735 1.7281 1.8125
H -2.9682 0.8186 3.0416
H -4.0591 0.5722 0.7296
H -3.5708 -0.9512 1.4552
H -3.4662 1.2307 -1.5628
H -2.0229 0.7346 -2.4330
H -2.0313 2.5979 0.0370
H -1.7715 3.0651 -1.6425
H 0.1808 2.8333 1.3572
H 1.1237 3.7493 0.1782
H 2.6752 2.4709 1.7017
H 2.8441 2.0176 0.0194
C 0.0315 -2.5205 0.5025
H -0.7122 -2.9626 1.1597
H 1.0321 -2.6832 0.9091
Se -0.2776 -5.2612 -2.1935
N 0.7099 -4.2892 -3.2104
C 1.0734 -3.0607 -2.9379
C 1.8931 -2.3239 -3.8414
C 2.2967 -1.0681 -3.5103
C 1.8658 -0.5031 -2.2872
N 1.1015 -1.1123 -1.4146
C 0.6869 -2.4409 -1.6891
N -0.0621 -3.0445 -0.8359
H 2.1734 -2.7920 -4.7761
H 2.9216 -0.4798 -4.1651
H 2.1717 0.5091 -2.0494
*
```

Computed properties:
- electronic energy (eV) = -130840.6702
- E_LUMO (spin up / spin down) (eV) = -7.09 / -6.94
- <S²> = 0.790
- ΔE to the lowest compared entry with this formula, charge and spin (eV) = 0.000
- orbital gap (spin up / spin down) (eV) = 6.27 / 6.62
- strongest force on any atom (eV/A) = 0.98
- HOMO (spin up / spin down) (eV) = -13.36 / -13.56

=====

Entry 2:
Entry from the OMol25 dataset: an isolated molecule of C14H21N at a distorted geometry (ωB97M-V/def2-TZVPD).

ORCA input file:
```
! RIJCOSX wB97M-V def2-TZVPD def2/J DEFGRID3
* xyz 0 1
C 0.8361 2.8942 1.6594
C 0.5294 3.3714 0.2142
C 1.3594 4.5372 -0.2452
C -0.9409 3.4654 -0.1697
C -0.0890 2.3570 -0.7473
C -0.4994 0.9523 -0.3905
C 0.6158 -0.0019 -0.4980
C 0.1154 -1.4420 -0.1808
C 0.7000 -2.1386 0.8646
C 0.2446 -3.5340 1.2114
C -0.6635 -4.2358 0.1623
C 0.2491 -4.9130 -0.8106
N 0.9244 -5.7015 -1.3908
C -1.5835 -3.3353 -0.5012
C -0.9542 -2.1490 -1.1498
H 1.2109 3.7162 2.2858
H 0.0158 2.3901 2.1331
H 1.7023 2.2436 1.5017
H 1.1340 5.4534 0.4396
H 1.2247 4.8358 -1.3466
H 2.4033 4.3660 -0.1633
H -1.8342 3.1369 0.4721
H -1.1823 4.4081 -0.6358
H -0.0036 2.4855 -1.8147
H -1.3252 0.7074 -1.0644
H -0.8753 0.8056 0.5344
H 0.8614 -0.1413 -1.4956
H 1.4788 0.3274 0.1380
H 1.6052 -1.5611 1.3356
H -0.4163 -3.4385 2.0728
H 1.0611 -4.1631 1.4299
H -1.2836 -4.9102 0.7612
H -2.1259 -3.9521 -1.2235
H -2.2921 -2.9592 0.1933
H -0.4693 -2.4306 -2.1460
H -1.7332 -1.4465 -1.4357
*
```

Computed properties:
- electronic energy (eV) = -16345.8374
- E_LUMO (eV) = 0.70
- ΔE to the lowest compared entry with this formula, charge and spin (eV) = 3.054
- orbital gap (eV) = 9.76
- SMILES = CC1(C)C[C@@H]1CCC1=CC[C@H](C#N)CC1
- strongest force on any atom (eV/A) = 4.46
- HOMO (eV) = -9.07

=====

Entry 3:
Entry from the OMol25 dataset: the ion C14H21N2 with charge +1 (ωB97M-V/def2-TZVPD).

ORCA input file:
```
! RIJCOSX wB97M-V def2-TZVPD def2/J DEFGRID3
* xyz 1 1
C 1.0101 0.5635 2.7899
C 0.6043 0.9872 1.3811
C -0.8683 0.7448 1.0366
C -1.8365 1.5965 1.8593
C -3.2682 1.5272 1.3352
N -1.2130 -0.7042 1.2305
C -1.1739 -1.5655 -0.0033
C 0.1798 -1.5997 -0.6117
C 1.2238 -2.4138 -0.2475
N 2.3060 -2.1459 -1.0183
C 1.9936 -1.1608 -1.9152
C 2.7677 -0.5641 -2.9034
C 2.1748 0.4153 -3.6685
C 0.8434 0.7922 -3.4646
C 0.0729 0.2073 -2.4869
C 0.6503 -0.7828 -1.6891
H 0.3899 1.0362 3.5462
H 0.9794 -0.5180 2.9306
H 2.0361 0.8707 2.9695
H 0.7943 2.0540 1.2644
H 1.2303 0.4700 0.6526
H -1.0134 0.9726 -0.0230
H -1.4984 2.6312 1.8111
H -1.8105 1.2941 2.9079
H -3.3111 1.8343 0.2931
H -3.7024 0.5308 1.4192
H -3.9002 2.2005 1.9065
H -0.5505 -1.0803 1.9211
H -2.1566 -0.7487 1.6318
H -1.8966 -1.1591 -0.7121
H -1.4902 -2.5683 0.2925
H 1.2578 -3.1757 0.5085
H 3.1873 -2.6304 -0.9756
H 3.7907 -0.8644 -3.0664
H 2.7421 0.8988 -4.4477
H 0.4150 1.5558 -4.0948
H -0.9600 0.4985 -2.3597
*
```

Computed properties:
- electronic energy (eV) = -17833.6551
- E_LUMO (eV) = -2.62
- ΔE to the lowest compared entry with this formula, charge and spin (eV) = 0.061
- orbital gap (eV) = 8.72
- SMILES = CCC(CC)[NH2+]Cc1c[nH]c2ccccc12
- strongest force on any atom (eV/A) = 0.92
- HOMO (eV) = -11.34

=====

Entry 4:
Entry from the OMol25 dataset: a structure of composition C14H21N4Zn at a distorted geometry (ωB97M-V/def2-TZVPD).

ORCA input file:
```
! RIJCOSX wB97M-V def2-TZVPD def2/J DEFGRID3
* xyz 1 1
Zn -1.1093 -0.7101 -0.2545
C 1.1916 -0.1804 -2.1478
C 1.5461 0.4695 -0.8068
N 1.0026 -0.3511 0.2732
C 1.6706 -1.6422 0.4687
C 0.6919 -2.8022 0.6523
N -0.3698 -2.7354 -0.3683
C 0.0603 -3.0438 -1.7394
C -0.4253 -1.9674 -2.7612
N -0.1964 -0.5955 -2.2503
H 1.4168 0.5333 -2.9645
H 1.8345 -1.0423 -2.2598
H 2.6090 0.6086 -0.7783
H 1.0245 1.4155 -0.7453
H 1.0307 0.1470 1.1637
H 2.2898 -1.8020 -0.4006
H 2.3454 -1.5164 1.3347
H 1.2224 -3.7598 0.5875
H 0.2684 -2.7529 1.6461
H -1.0218 -3.4576 -0.1074
H 1.1730 -3.1348 -1.7728
H -0.4055 -3.9701 -2.0440
H 0.0701 -2.1468 -3.7145
H -1.5099 -2.0938 -2.9327
H -0.7119 0.0816 -2.8389
C -2.4855 0.4330 0.5020
C -1.7348 1.5565 1.1424
C -1.1177 2.5266 0.3379
C -0.2862 3.4744 0.8850
C -0.1004 3.4939 2.2688
C -0.7320 2.5710 3.0956
C -1.5215 1.6028 2.5357
C 0.6881 4.5231 2.8629
N 1.2790 5.3838 3.3239
H -3.1109 0.8777 -0.2572
H -3.1312 -0.1290 1.1999
H -1.2427 2.5165 -0.7102
H 0.2506 4.1707 0.2562
H -0.5328 2.6257 4.1455
H -1.9197 0.8224 3.1725
*
```

Computed properties:
- electronic energy (eV) = -69231.7002
- E_LUMO (eV) = -2.76
- orbital gap (eV) = 8.47
- strongest force on any atom (eV/A) = 1.44
- HOMO (eV) = -11.23